{
  "formula": "C4H9NO2S2",
  "method": "ωB97M-V/def2-TZVPD",
  "symbols": ["S", "S", "O", "O", "N", "C", "C", "C", "C", "H", "H", "H", "H", "H", "H", "H", "H", "H"],
  "positions_angstrom": [[0.311805, -0.808168, 1.806291], [1.926029, 0.478053, -0.042134], [-2.740278, -0.370032, 0.616228], [-2.185098, -0.570660, -1.541998], [-1.027842, 1.799034, 0.879975], [0.412526, -0.445080, 0.023713], [-1.003214, 0.998399, -0.253263], [-2.031333, -0.000158, -0.443397], [0.255873, -1.742099, -0.729667], [-0.747651, -2.246747, -0.521077], [1.165097, -2.274868, -0.517680], [0.854044, 0.281511, 2.084006], [-1.405336, 1.403412, 1.758572], [-2.418542, 0.168884, 1.406134], [1.683600, 0.930966, -1.245663], [-0.595222, 1.475084, -1.046715], [0.250158, -1.607519, -1.711753], [-0.207420, 2.217707, 1.013456]],
  "forces_ev_per_angstrom": [[-1.47, -2.68, -0.83], [0.45, -0.20, -0.18], [0.35, 0.92, 1.81], [0.03, 1.30, 2.45], [-4.49, -1.79, 0.08], [-1.93, 1.27, 1.31], [1.21, -3.18, 3.29], [-0.81, -1.30, -3.75], [-1.06, -0.24, 3.44], [1.67, 0.38, 0.20], [0.03, -0.98, 0.38], [1.25, 2.54, 1.21], [0.74, 0.49, -0.90], [-0.89, -1.40, -1.37], [0.19, 0.48, -1.01], [0.81, 1.15, -2.66], [-0.07, 0.93, -4.40], [3.99, 2.31, 0.91]],
  "lowdin_charge": [0.7774, 0.7565, 0.1111, 0.0513, 0.0666, -1.0052, -0.2067, -0.5634, -0.1661, 0.1200, 0.0749, -0.2236, 0.0867, 0.1088, -0.1317, 0.0982, 0.0269, 0.0181],
  "e_homo_ev": -8.63,
  "total_charge": 0,
  "homo_lumo_gap_ev": 8.930,
  "max_force_ev_per_a": 4.84,
  "e_lumo_ev": 0.298
}

{
  "formula": "C4H9NO2SSe",
  "method": "ωB97M-V/def2-TZVPD",
  "symbols": ["Se", "S", "O", "O", "N", "C", "C", "C", "C", "H", "H", "H", "H", "H", "H", "H", "H", "H"],
  "positions_angstrom": [[0.046517, 1.186454, 0.912338], [3.060145, -0.395638, 0.487923], [-1.036049, -1.535144, 2.042482], [-1.936037, -1.520719, -0.034845], [0.198508, -0.796949, -1.195810], [-1.936697, 1.514619, 0.856186], [-0.939002, -1.329315, 0.878321], [0.248255, -0.604631, 0.249844], [1.579735, -1.216794, 0.998290], [-1.719041, -1.200086, -1.022229], [1.286204, -1.169793, 1.968861], [2.366933, 0.793430, 0.512154], [0.960042, -0.383816, -1.732566], [1.693265, -2.280102, 0.741408], [-2.157835, 1.621293, -0.261020], [0.148181, -1.867592, -1.414879], [-2.053672, 2.538096, 1.471177], [-2.424627, 0.678178, 1.288815]],
  "forces_ev_per_angstrom": [[-0.41, 1.39, 0.16], [-0.25, 1.22, 0.05], [-0.51, -0.77, 0.48], [-0.15, 0.05, -1.42], [-0.39, -2.09, -0.60], [1.31, 2.53, -1.11], [-0.28, 1.09, -2.30], [1.49, -2.28, 0.27], [-1.64, -0.42, -3.54], [0.17, -0.61, 3.31], [-0.05, 0.33, 3.13], [1.13, -0.33, -0.11], [-0.09, -0.09, 0.48], [-0.24, 0.24, -0.12], [-0.11, 0.09, 1.83], [0.54, 2.59, 0.50], [0.10, -2.50, -1.56], [-0.61, -0.45, 0.53]],
  "lowdin_charge": [1.0172, 0.7152, 0.1203, 0.0371, -0.0025, -0.3362, -0.6163, -0.7707, -0.5801, 0.1661, 0.0182, -0.1836, 0.0777, 0.0838, 0.0415, 0.1465, 0.0778, -0.0122],
  "e_homo_ev": -8.88,
  "total_charge": 0,
  "homo_lumo_gap_ev": 9.383,
  "max_force_ev_per_a": 3.92,
  "smiles": "C[Se][C@@](N)(CS)C(=O)O",
  "e_lumo_ev": 0.503
}

{
  "formula": "C4H9NO3",
  "method": "ωB97M-V/def2-TZVPD",
  "symbols": ["O", "O", "O", "N", "C", "C", "C", "C", "H", "H", "H", "H", "H", "H", "H", "H", "H"],
  "positions_angstrom": [[1.378262, 1.424683, -0.663333], [2.335785, -0.687038, 0.537868], [-0.626886, -1.961809, -0.957556], [1.449308, -1.551835, -0.073598], [0.081945, -1.257981, -0.259687], [-0.433706, 0.081406, 0.261911], [-1.945518, -0.113429, 0.457331], [-0.056614, 1.374735, -0.542675], [-0.058712, 0.217106, 1.239843], [1.703121, 1.762106, 0.183509], [-2.410317, -0.895356, -0.466643], [-0.468767, 2.315054, 0.056267], [-2.391950, 1.036872, 0.557129], [1.899058, -2.409132, -0.374626], [-0.580772, 1.190408, -1.535097], [-2.014687, -0.664854, 1.645943], [2.140446, 0.139058, -0.066589]],
  "forces_ev_per_angstrom": [[-0.46, 0.73, -0.21], [-0.73, 2.02, -1.20], [0.51, -0.40, 0.46], [-1.91, -0.52, -0.07], [2.15, 0.07, -1.35], [-0.80, 0.01, 0.02], [-1.64, -0.24, 1.32], [-1.51, -0.90, 0.71], [0.85, 0.18, 1.16], [-0.11, 0.38, -0.21], [1.17, 2.80, 3.08], [0.78, -1.92, -1.57], [0.51, -3.32, -0.37], [-0.56, 0.18, -0.12], [1.12, 1.04, 0.86], [-0.38, 1.55, -3.84], [1.00, -1.67, 1.33]],
  "lowdin_charge": [-0.0786, -0.0691, 0.0308, -0.0015, -0.4227, -0.3620, -0.1002, -0.1687, 0.1081, 0.1082, 0.1541, 0.1593, 0.1100, 0.1506, 0.1500, 0.1503, 0.0814],
  "e_homo_ev": -9.22,
  "total_charge": 0,
  "homo_lumo_gap_ev": 9.717,
  "max_force_ev_per_a": 4.32,
  "smiles": "C[C@H](CO)C(=O)NO",
  "e_lumo_ev": 0.495
}

{
  "formula": "C4H9NO3",
  "method": "ωB97M-V/def2-TZVPD",
  "symbols": ["O", "O", "O", "N", "C", "C", "C", "C", "H", "H", "H", "H", "H", "H", "H", "H", "H"],
  "positions_angstrom": [[-1.484177, 1.562852, -0.580978], [1.312967, -0.312671, -1.294079], [1.437951, 1.881295, -1.635389], [1.096414, 1.312334, 0.600542], [0.859948, 1.006641, -0.762099], [0.194678, -1.093194, -1.134580], [-1.367111, -1.354915, 1.722194], [-0.649751, 0.738549, -0.816619], [-1.555604, -2.280165, 1.190603], [0.164228, -1.888774, -1.874301], [-1.713200, -0.535496, 1.077729], [0.496106, 2.063911, 0.918566], [2.050970, 1.618819, 0.754395], [1.573496, 1.353509, -2.478226], [-0.169506, -1.539137, -0.221255], [-0.306509, -1.214933, 1.892277], [-1.940898, -1.318624, 2.641217]],
  "forces_ev_per_angstrom": [[0.76, -1.90, -0.49], [-0.85, 0.86, 2.07], [0.39, -0.05, -1.58], [0.78, -0.16, -0.01], [1.15, -0.91, -0.28], [-1.65, 0.84, -0.25], [-0.44, 0.61, -0.38], [-0.48, -0.19, -0.92], [-0.01, -0.27, 0.10], [-0.39, 0.46, -0.67], [0.03, -0.23, 0.28], [-0.29, -0.16, -0.15], [0.10, -0.17, -0.10], [-0.25, 1.07, 1.29], [0.96, 0.38, 0.68], [0.11, -0.07, 0.22], [0.08, -0.11, 0.17]],
  "lowdin_charge": [0.1214, -0.0785, 0.0647, 0.1580, -0.6135, -0.0192, -0.0500, -0.1339, 0.0234, 0.0895, 0.0097, 0.1024, 0.1046, 0.1522, 0.0236, 0.0223, 0.0232],
  "e_homo_ev": -8.77,
  "total_charge": 0,
  "homo_lumo_gap_ev": 9.457,
  "max_force_ev_per_a": 2.39,
  "e_lumo_ev": 0.687
}

{
  "formula": "C4H9NO3",
  "method": "ωB97M-V/def2-TZVPD",
  "symbols": ["O", "O", "O", "N", "C", "C", "C", "C", "H", "H", "H", "H", "H", "H", "H", "H", "H"],
  "positions_angstrom": [[0.220730, -1.623550, -1.509498], [-1.143882, 0.153534, -1.545271], [-0.833060, -1.538452, 1.510391], [-2.155463, -0.057780, 2.626605], [-0.015414, -0.305062, -1.628595], [-1.270187, -0.407519, 1.657905], [1.248727, 0.493510, -1.748178], [1.808058, 0.795482, -0.371064], [1.949821, -0.122005, 0.210353], [1.971455, -0.063376, -2.353474], [2.772136, 1.305882, -0.449845], [-2.580932, 0.858422, 2.647962], [-0.629948, -2.014319, -1.214305], [1.126608, 1.441014, 0.193300], [-0.993025, 0.441643, 1.015670], [1.026167, 1.419906, -2.288280], [-2.501790, -0.777331, 3.246325]],
  "forces_ev_per_angstrom": [[-0.51, 0.05, 0.10], [1.08, -0.26, -0.11], [-0.20, 0.77, 0.01], [-0.01, -0.03, 0.03], [-1.04, 0.12, 0.34], [-0.10, -0.52, 0.12], [0.03, 0.15, -0.80], [0.16, 0.02, 0.52], [0.01, 0.12, -0.12], [-0.08, -0.03, 0.19], [-0.15, -0.06, 0.02], [0.19, -0.27, -0.03], [0.50, 0.09, -0.13], [0.11, -0.05, -0.10], [0.03, -0.09, -0.04], [-0.06, -0.15, 0.16], [0.03, 0.15, -0.13]],
  "lowdin_charge": [0.0982, 0.0692, -0.0009, 0.1179, -0.5457, -0.4095, -0.1652, -0.0888, 0.0866, 0.1202, 0.0763, 0.0976, 0.1332, 0.0743, 0.1092, 0.1218, 0.1056],
  "e_homo_ev": -10.11,
  "total_charge": 0,
  "homo_lumo_gap_ev": 11.013,
  "max_force_ev_per_a": 1.12,
  "smiles": "CCC(=O)O.NC=O",
  "e_lumo_ev": 0.904
}

{
  "formula": "C4H9NO3",
  "method": "ωB97M-V/def2-TZVPD",
  "symbols": ["O", "O", "O", "N", "C", "C", "C", "C", "H", "H", "H", "H", "H", "H", "H", "H", "H"],
  "positions_angstrom": [[0.801994, 2.025664, 1.092928], [1.661361, -1.573738, -0.041605], [0.520780, 1.218045, -1.098067], [1.338680, -0.976444, -1.021512], [-0.728679, -0.399675, 0.922764], [0.169181, 0.006387, -0.940449], [0.887632, 0.896874, 1.688248], [-0.947629, -0.500795, -1.831172], [-1.589425, 0.251111, 0.793313], [0.517903, 0.874913, 2.708346], [-0.884046, -1.383958, 0.488455], [-1.843457, 0.088895, -1.642449], [1.670649, 0.188085, 1.432332], [-1.166561, -1.557562, -1.678824], [-0.642412, -0.344740, -2.866965], [-0.610746, -0.623625, 1.982061], [0.844775, 1.810562, 0.012598]],
  "forces_ev_per_angstrom": [[-0.02, -0.30, 0.14], [-0.26, 0.32, -0.36], [-0.04, -0.21, 0.13], [-0.03, -0.09, 0.36], [0.40, 0.18, -0.31], [0.13, 0.01, 0.32], [-0.11, 0.15, -0.31], [0.00, 0.01, 0.13], [-0.03, -0.02, -0.01], [-0.03, -0.01, -0.04], [-0.04, 0.00, -0.04], [0.04, -0.01, 0.01], [-0.04, 0.01, -0.05], [0.04, 0.03, 0.02], [0.02, 0.01, 0.05], [0.02, 0.02, 0.00], [-0.03, -0.12, -0.03]],
  "lowdin_charge": [-0.0012, 0.0176, -0.0201, 0.0569, -0.0294, -0.5382, -0.0921, -0.0327, 0.0554, 0.1052, 0.0361, 0.0925, 0.0877, 0.0827, 0.0927, 0.0355, 0.0513],
  "e_homo_ev": -8.86,
  "total_charge": 0,
  "homo_lumo_gap_ev": 8.608,
  "max_force_ev_per_a": 0.55,
  "e_lumo_ev": -0.256
}

{
  "formula": "C4H9NO3",
  "method": "ωB97M-V/def2-TZVPD",
  "symbols": ["O", "O", "O", "N", "C", "C", "C", "C", "H", "H", "H", "H", "H", "H", "H", "H", "H"],
  "positions_angstrom": [[2.868756, -0.889795, 0.475079], [-2.168747, 0.998765, 1.233251], [-3.030047, -0.971538, 0.544044], [-1.322269, 0.006988, -0.591079], [1.468334, -0.628326, 0.418499], [1.118039, 0.195576, -0.805722], [-0.191300, 0.939177, -0.619452], [-2.232351, -0.067032, 0.406171], [0.941570, -1.569493, 0.526971], [-3.006377, 1.018129, 1.743181], [-1.248917, -0.873261, -1.083120], [1.908622, 0.946525, -0.832473], [1.228652, -0.043225, 1.311624], [3.028629, -1.789670, 0.183699], [-0.133362, 1.484716, 0.306370], [-0.333560, 1.596973, -1.468646], [1.104328, -0.354509, -1.748397]],
  "forces_ev_per_angstrom": [[0.10, -0.01, -0.02], [-0.76, 0.44, 0.41], [0.06, 0.24, -0.02], [0.22, -0.18, 0.42], [0.39, -0.18, 0.28], [-0.03, 0.30, 0.45], [-0.04, -0.81, -0.76], [-0.33, -0.34, 0.00], [-0.41, -0.15, -0.21], [0.70, -0.26, -0.28], [0.09, 0.24, -0.10], [0.06, 0.03, -0.40], [-0.01, 0.05, -0.04], [0.05, 0.00, -0.03], [-0.29, 0.34, 0.19], [-0.01, 0.47, 0.04], [0.21, -0.17, 0.07]],
  "lowdin_charge": [-0.0678, 0.0908, 0.0677, 0.0853, -0.2664, -0.1751, -0.1820, -0.6309, 0.1177, 0.1395, 0.1506, 0.1206, 0.1237, 0.0807, 0.1121, 0.1158, 0.1177],
  "e_homo_ev": -9.87,
  "total_charge": 0,
  "homo_lumo_gap_ev": 10.568,
  "max_force_ev_per_a": 1.12,
  "smiles": "O=C(O)NCCCO",
  "e_lumo_ev": 0.698
}

{
  "formula": "C4H9NO3",
  "method": "ωB97M-V/def2-TZVPD",
  "symbols": ["O", "O", "O", "N", "C", "C", "C", "C", "H", "H", "H", "H", "H", "H", "H", "H", "H"],
  "positions_angstrom": [[0.189652, -2.269645, -0.797726], [-0.375172, 0.856775, -0.783422], [1.602272, -0.122581, -1.489224], [-1.242434, -1.856513, 0.887945], [-0.099641, -1.639361, 0.212407], [0.809659, -0.549374, 0.747001], [0.985754, 0.453766, -0.421152], [-0.752028, 2.157595, -0.417893], [-1.689432, 2.372159, -0.930109], [-1.546468, -1.252008, 1.630728], [-0.003293, 2.899138, -0.729905], [-0.906185, 2.238362, 0.666029], [-1.884987, -2.544022, 0.526805], [1.193614, -1.055339, -1.597971], [1.783401, -0.976881, 0.985992], [0.381574, -0.054205, 1.618078], [1.553713, 1.342132, -0.107585]],
  "forces_ev_per_angstrom": [[-0.04, -0.15, 0.10], [0.89, -0.33, -0.06], [-0.36, -1.38, -0.51], [-0.24, -0.22, 0.15], [0.15, 0.14, 0.13], [-0.02, 0.16, -0.57], [-1.14, 0.17, 0.43], [0.17, 0.10, 0.06], [0.01, 0.03, 0.08], [0.09, -0.06, -0.07], [-0.10, -0.06, 0.05], [-0.02, 0.13, -0.02], [0.03, 0.09, -0.01], [0.68, 1.56, 0.24], [-0.05, -0.03, 0.11], [0.07, 0.00, 0.02], [-0.12, -0.17, -0.12]],
  "lowdin_charge": [0.0441, -0.1522, 0.0098, 0.1858, -0.5236, -0.0274, -0.4207, -0.1150, 0.0880, 0.1058, 0.0901, 0.0837, 0.1180, 0.1125, 0.1329, 0.1151, 0.1531],
  "e_homo_ev": -9.93,
  "total_charge": 0,
  "homo_lumo_gap_ev": 10.656,
  "max_force_ev_per_a": 1.72,
  "smiles": "CO[C@H](O)CC(N)=O",
  "e_lumo_ev": 0.729
}

{
  "formula": "C4H9NO3S",
  "method": "ωB97M-V/def2-TZVPD",
  "symbols": ["S", "O", "O", "O", "N", "C", "C", "C", "C", "H", "H", "H", "H", "H", "H", "H", "H", "H"],
  "positions_angstrom": [[-0.278373, -1.793959, 1.832409], [0.795615, 3.405400, 1.206430], [-1.017404, -2.568179, -1.539853], [1.549211, 2.307364, -0.905503], [-0.181780, 0.687159, -1.217431], [-0.896075, -0.420615, -0.516860], [1.313864, 0.941495, -1.113442], [-0.932338, -0.242447, 1.021489], [-0.316912, -1.775464, -0.908528], [-1.869199, -0.283930, -0.993720], [-0.630685, 1.573469, -1.032871], [0.026259, 3.942142, 0.918686], [1.150569, 2.885935, 0.314991], [1.664707, 0.345409, -0.272997], [-1.958086, -0.122741, 1.375674], [1.636393, 0.855610, -2.150133], [-0.257714, 0.518098, 1.405336], [0.719478, -2.112213, -0.821718]],
  "forces_ev_per_angstrom": [[-0.26, -0.15, 0.10], [-0.56, 0.60, -0.17], [0.03, 0.28, 0.18], [-0.12, -0.55, 0.42], [0.41, -0.59, -0.57], [1.39, 2.02, 0.36], [-1.88, 2.77, 0.03], [0.36, -1.58, 0.34], [-1.25, -1.04, -1.20], [-0.30, -0.90, 0.43], [0.04, 0.03, 0.19], [0.82, -0.69, 0.14], [-0.26, 0.08, 0.00], [0.68, -0.69, -0.32], [0.07, 0.40, -0.05], [0.87, -1.51, 0.09], [-0.36, 0.52, -0.49], [0.31, 0.98, 0.52]],
  "lowdin_charge": [0.1030, -0.2560, -0.0733, -0.3462, -0.0535, -0.4062, -0.3965, -0.6238, -0.3611, 0.1147, 0.0732, -0.0260, -0.0403, 0.0970, 0.0199, 0.0711, 0.0229, 0.0813],
  "e_homo_ev": 0.18,
  "total_charge": -2,
  "homo_lumo_gap_ev": 5.925,
  "max_force_ev_per_a": 3.35,
  "e_lumo_ev": 6.102
}

{
  "formula": "C4H9NO3S",
  "method": "ωB97M-V/def2-TZVPD",
  "symbols": ["S", "O", "O", "O", "N", "C", "C", "C", "C", "H", "H", "H", "H", "H", "H", "H", "H", "H"],
  "positions_angstrom": [[-1.247363, 1.016108, -0.712006], [-1.365422, 1.582381, -2.003258], [1.877517, -0.266256, -0.224854], [-0.453048, 1.735537, 0.305004], [0.464198, -1.117642, 1.448854], [-0.451998, -0.532988, -0.876016], [-3.034342, 0.638786, -0.161861], [3.136815, -0.190944, 0.493730], [0.748627, -0.648979, 0.326456], [2.951309, 0.644047, 1.321023], [-3.589691, 0.968971, -1.019660], [-3.399786, 0.997180, 0.769044], [3.278192, -1.189485, 1.004443], [-1.136130, -1.359290, -0.745812], [-2.977503, -0.406446, 0.011378], [3.941602, 0.076572, -0.128124], [1.211516, -1.333566, 2.067063], [0.045509, -0.613985, -1.875403]],
  "forces_ev_per_angstrom": [[0.29, 1.52, 3.47], [-0.39, 0.63, -1.68], [1.71, 0.54, -1.30], [-1.63, -0.81, -1.24], [-1.10, -0.34, -0.49], [2.92, -1.23, 1.53], [2.22, 0.05, -0.67], [-3.02, 0.11, 3.85], [-2.27, -0.31, -1.89], [0.76, -1.76, -1.57], [-0.44, -0.19, -0.20], [0.26, 1.15, 0.68], [0.26, 1.13, -0.51], [-0.11, -0.14, 0.09], [-0.40, -1.17, -0.45], [0.55, 0.21, -1.07], [0.89, 0.25, 0.56], [-0.51, 0.35, 0.89]],
  "lowdin_charge": [0.6419, -0.3265, -0.0927, -0.3439, 0.1671, -0.1390, -0.0732, -0.0204, -0.4836, 0.1422, 0.0508, 0.0510, 0.1007, 0.0807, 0.0288, 0.0633, 0.0383, 0.1146],
  "e_homo_ev": -10.14,
  "total_charge": 0,
  "homo_lumo_gap_ev": 10.909,
  "max_force_ev_per_a": 4.89,
  "smiles": "[H]/N=C(/CS(C)(=O)=O)OC",
  "e_lumo_ev": 0.770
}